[1]
ORCA calculation (ωB97M-V/def2-TZVPD) on the molecule C24H29N3O4.

Each line ends with the Mulliken charge.
Cartesian coordinates (Å):
O1 5.9612 2.7624 -0.4629  -0.47
O2 -1.2389 -2.8822 -0.0241  -0.80
O3 4.0294 -0.1226 2.7861  -0.34
O4 -0.6252 1.5284 -1.2074  -0.72
N1 -1.8876 -0.3529 -1.2225  -0.01
N2 0.3826 -3.5059 1.3789  -0.11
N3 1.2658 -0.8990 1.7052  0.38
C1 -7.8177 -0.0563 -1.9092  -0.46
C2 -3.7052 -0.3490 -2.9115  -1.08
C3 -0.7453 0.3298 -1.0395  0.59
C4 2.4488 2.0603 0.3732  -0.58
C5 3.5287 2.6368 -0.2777  -0.82
C6 -5.1883 -0.2646 -2.7161  0.48
C7 0.1195 -1.1208 0.8480  0.11
C8 5.0033 1.3476 1.1191  -0.33
C9 -3.1324 0.2535 -1.6113  -0.26
C10 4.8145 2.2766 0.0943  0.45
C11 2.6150 1.1330 1.3853  0.09
C12 5.8485 3.7054 -1.5010  -0.85
C13 3.9197 0.7785 1.7645  0.70
C14 0.3982 -0.5609 -0.5687  -1.05
C15 1.4309 0.5082 2.0780  -1.33
C16 1.3161 -1.8184 2.8170  -0.73
C17 5.3160 -0.5061 3.2035  -1.04
C18 1.4951 -3.2214 2.2525  -0.81
C19 -4.2437 0.0594 -0.5576  -1.02
C20 -6.1925 -0.3945 -3.6537  -0.65
C21 -0.3000 -2.5775 0.6993  0.13
C22 -7.5131 -0.2866 -3.2397  -0.48
C23 -5.4948 -0.0325 -1.3773  0.60
C24 -6.8078 0.0713 -0.9653  -0.67
H1 -8.3099 -0.3814 -3.9629  0.38
H2 2.1766 -1.5612 3.4336  0.46
H3 0.4014 -1.7877 3.4389  0.28
H4 2.4384 -3.2656 1.6956  0.27
H5 -3.3611 0.1789 -3.8002  0.36
H6 5.3411 4.6149 -1.1640  0.34
H7 1.4502 2.3399 0.0694  0.44
H8 0.5317 1.0806 1.8244  0.50
H9 5.1655 -1.2166 4.0158  0.25
H10 0.1130 -4.4670 1.2224  0.29
H11 -7.0476 0.2526 0.0725  0.42
H12 1.5831 0.5749 3.1593  0.54
H13 6.8697 3.9489 -1.7904  0.26
H14 3.3462 3.3522 -1.0622  0.42
H15 -4.2715 0.8681 0.1724  0.36
H16 5.8721 -0.9937 2.3965  0.41
H17 -0.7789 -0.6099 1.2563  0.37
H18 1.3173 0.0200 -0.5433  0.40
H19 5.3164 3.2918 -2.3635  0.34
H20 -1.8937 -1.3452 -0.9927  0.31
H21 0.5239 -1.3801 -1.2785  0.41
H22 1.5186 -3.9638 3.0537  0.46
H23 -8.8501 0.0276 -1.6026  0.38
H24 -5.9568 -0.5734 -4.6927  0.43
H25 6.0201 1.1030 1.3776  0.48
H26 -3.3984 -1.3958 -2.9986  0.31
H27 -4.0802 -0.8800 -0.0197  0.31
H28 -2.9292 1.3199 -1.7510  0.50
H29 5.8913 0.3480 3.5747  0.38

Cartesian forces, eV/Å:
O -0.10 -0.27 0.29
O -0.22 0.02 -0.26
O -0.33 0.17 -0.22
O 0.13 0.53 -0.02
N -0.30 -0.16 -0.10
N 0.04 -0.43 0.08
N -0.02 -0.30 0.12
C -0.10 0.01 0.13
C 0.05 0.02 0.02
C 0.29 -0.57 0.00
C 0.12 -0.13 0.33
C 0.34 0.21 -0.26
C -0.03 0.08 0.11
C -0.11 0.13 -0.15
C 0.18 -0.11 0.11
C -0.05 0.17 -0.04
C -0.15 -0.02 0.02
C -0.12 0.12 0.15
C -0.03 0.16 -0.17
C -0.06 0.21 -0.23
C -0.13 0.26 0.00
C 0.30 0.08 -0.12
C 0.09 -0.33 0.03
C 0.25 -0.08 0.10
C 0.27 0.33 0.31
C 0.05 0.01 0.01
C -0.07 0.00 0.01
C -0.01 -0.02 0.19
C -0.04 -0.04 -0.16
C 0.03 0.04 -0.13
C -0.06 -0.01 -0.04
H -0.07 0.00 -0.05
H -0.07 -0.03 0.01
H 0.08 -0.01 0.01
H -0.03 0.00 0.15
H 0.07 -0.03 -0.03
H 0.01 -0.04 -0.02
H -0.15 -0.02 -0.03
H 0.01 -0.01 0.06
H 0.06 0.05 -0.05
H -0.08 0.16 -0.08
H -0.03 0.03 0.10
H -0.13 -0.03 -0.03
H -0.09 0.01 -0.01
H 0.03 0.08 -0.09
H 0.05 -0.02 0.06
H -0.02 0.04 0.02
H 0.13 -0.15 -0.05
H -0.15 -0.04 -0.07
H 0.01 0.02 0.04
H 0.14 0.09 0.03
H 0.04 0.01 0.02
H -0.03 0.06 -0.05
H -0.09 0.01 0.01
H 0.01 -0.01 -0.11
H 0.11 -0.06 0.07
H 0.06 -0.01 -0.04
H 0.04 0.01 0.06
H -0.09 -0.17 0.01
H -0.03 -0.03 -0.03

Output
Relative energy (zero: lowest compared OMol25 entry of this formula, charge and spin) ... 1.536 eV
SMILES ... COc1ccc(CN2CCNC(=O)[C@@H]2CC(=O)NC2Cc3ccccc3C2)c(OC)c1
Strongest force on any atom ... 0.64 eV/A
LUMO energy ... 0.6 eV
Energy ... -38019.828 eV
HOMO level ... -0.30013 Ha

***

[2]
ORCA calculation (ωB97M-V/def2-TZVPD) on the molecule C24H29N3O6.

Each line ends with the Mulliken charge.
Cartesian coordinates (Å):
O1 -7.1322 -0.8329 -0.4123  -0.47
O2 3.1063 2.0829 1.8476  -0.78
O3 1.7667 -2.7735 -1.1182  -0.38
O4 3.3943 4.3075 0.2551  -0.61
O5 -2.8480 1.0742 -1.7316  -0.70
O6 2.8517 -1.0361 -2.0834  -0.64
N1 3.7391 -2.0908 -0.2855  0.11
N2 -2.7576 1.0669 0.5547  0.00
N3 2.4270 0.0349 1.1847  0.26
C1 3.4107 -0.7017 1.9599  -0.39
C2 -5.4884 -0.0743 2.7083  -0.51
C3 0.7698 3.2883 -1.6882  -1.23
C4 -4.2760 0.4463 2.2920  -0.93
C5 3.1320 3.4516 -0.8247  -0.73
C6 -2.2569 1.2912 -0.6936  0.58
C7 3.5626 -2.9631 0.8521  -0.83
C8 1.3886 1.9119 0.1737  0.88
C9 -6.4250 -0.4960 1.7880  -0.71
C10 -3.9996 0.5432 0.9316  -0.06
C11 2.7888 -1.8920 -1.2308  0.71
C12 -0.8688 1.8455 -0.6807  0.63
C13 -0.5109 2.7724 -1.6544  -0.83
C14 -6.9232 -0.7384 -1.8024  -0.78
C15 4.7801 -1.0936 -0.1185  -0.88
C16 0.0928 1.4129 0.2240  -0.98
C17 2.3987 1.3823 1.1422  0.08
C18 1.7358 2.8739 -0.7797  0.96
C19 0.7399 -2.6621 -2.1051  -0.57
C20 -4.9359 0.1195 -0.0054  0.06
C21 4.8059 -0.5834 1.3292  -0.87
C22 -0.2457 -1.5519 -1.7693  -0.75
C23 2.9974 -2.1754 2.0495  -0.77
C24 -6.1524 -0.3982 0.4220  0.62
H1 1.0332 4.0196 -2.4371  0.37
H2 -7.8317 -1.1240 -2.2625  0.23
H3 1.9085 -2.2404 2.0652  0.30
H4 -6.0691 -1.3430 -2.1222  0.32
H5 3.8633 2.6273 -0.8582  0.14
H6 -1.0543 -1.5446 -2.4935  0.49
H7 5.1263 0.4574 1.3518  0.48
H8 0.2509 -3.6382 -2.1068  0.35
H9 1.2010 -2.4722 -3.0788  0.35
H10 0.2542 -0.5866 -1.8060  0.11
H11 2.9023 -3.7840 0.5772  0.39
H12 -5.7029 -0.1496 3.7636  0.37
H13 -0.6674 -1.7037 -0.7774  0.25
H14 3.4314 -0.2418 2.9546  0.56
H15 -1.2533 3.0809 -2.3744  0.50
H16 -4.6964 0.2085 -1.0500  0.73
H17 -6.7689 0.2985 -2.1154  0.32
H18 1.9132 -0.4738 0.4827  -0.10
H19 -3.5471 0.7785 3.0174  0.36
H20 4.5455 -3.3739 1.0989  0.39
H21 -2.1824 1.3640 1.3310  0.17
H22 -7.3744 -0.9015 2.0976  0.44
H23 4.5649 -0.2866 -0.8220  0.34
H24 -0.1515 0.6660 0.9681  0.54
H25 3.3701 -2.6081 2.9775  0.46
H26 3.3635 3.7700 1.0678  0.45
H27 3.2529 4.0550 -1.7278  0.43
H28 5.5029 -1.1646 1.9338  0.45
H29 5.7480 -1.5311 -0.3857  0.32

Cartesian forces, eV/Å:
O 0.03 0.01 0.33
O 0.34 0.18 0.18
O 0.28 0.05 0.33
O 0.05 0.26 0.36
O -0.10 0.03 -0.14
O -0.19 0.22 -0.27
N -0.05 -0.10 -0.02
N 0.20 0.07 0.35
N 0.01 -0.18 0.00
C 0.29 0.10 0.39
C -0.02 -0.01 -0.13
C 0.07 -0.08 0.11
C 0.15 0.07 -0.09
C 0.09 -0.17 -0.08
C 0.15 0.03 0.13
C -0.22 -0.25 0.22
C -0.16 0.21 -0.12
C -0.14 -0.06 -0.18
C -0.36 -0.20 0.15
C 0.09 -0.29 -0.16
C 0.27 0.11 -0.17
C -0.17 -0.15 0.10
C 0.04 0.02 -0.24
C 0.20 0.26 -0.16
C -0.02 0.14 -0.03
C -0.41 -0.31 -0.28
C 0.08 0.03 0.05
C -0.39 0.24 -0.37
C -0.15 -0.06 -0.39
C -0.21 0.02 0.02
C 0.36 -0.23 -0.03
C 0.09 0.01 -0.13
C 0.08 0.03 0.36
H 0.04 0.09 -0.08
H 0.09 0.04 -0.01
H -0.04 -0.03 0.05
H -0.02 0.03 0.01
H -0.07 0.09 -0.08
H -0.14 0.03 -0.07
H 0.07 -0.03 0.03
H 0.09 0.10 -0.03
H -0.07 -0.12 0.13
H 0.00 0.06 -0.02
H 0.18 0.02 0.08
H -0.02 -0.01 0.08
H -0.09 -0.02 0.11
H 0.00 -0.13 -0.15
H -0.07 0.02 -0.08
H -0.02 0.00 -0.04
H 0.01 -0.04 0.01
H -0.06 0.18 0.01
H 0.09 0.04 0.07
H -0.06 -0.04 -0.01
H -0.06 0.01 -0.22
H -0.12 -0.05 0.04
H 0.09 -0.12 0.12
H -0.02 -0.07 0.04
H -0.03 0.00 0.05
H -0.01 0.04 -0.20
H -0.02 -0.17 0.02
H 0.05 0.00 0.06
H -0.04 0.09 -0.02

Output
Relative energy (zero: lowest compared OMol25 entry of this formula, charge and spin) ... 0.018 eV
SMILES ... CCOC(=O)N1CCC(NC(=O)c2cc(C(=O)Nc3cccc(OC)c3)ccc2CO)CC1
Strongest force on any atom ... 0.59 eV/A
LUMO energy ... 0.4 eV
Energy ... -42115.911 eV
HOMO level ... -0.30648 Ha

***

[3]
ORCA calculation (ωB97M-V/def2-TZVPD) on a structure of composition C24H29N5O3Os at a distorted geometry.

Each line ends with the Mulliken spin population.
Cartesian coordinates (Å):
Os1 -1.2403 1.1237 -0.7023  1.31
O1 -2.2941 -0.9349 1.2811  0.09
O2 -0.7449 -1.1937 -2.6018  0.02
O3 3.7536 -3.2848 0.7302  0.27
N1 -3.0844 1.0974 -1.3884  0.03
N2 0.7073 1.7940 -2.1114  0.09
N3 -1.0336 2.1226 1.6114  0.03
N4 0.7190 0.3067 0.1940  0.10
N5 1.5796 -3.9216 0.9721  0.64
C1 1.9839 -5.3079 0.6819  -0.01
C2 -0.9786 4.1995 -0.0948  0.08
C3 -0.8629 2.4186 2.7249  0.01
C4 3.1569 -0.6133 1.2896  -0.01
C5 0.7452 -3.1571 3.2288  0.06
C6 -3.1094 3.4991 -0.9762  0.20
C7 -0.4135 4.0750 -1.3516  0.25
C8 -1.9019 -0.1110 0.5427  0.21
C9 -5.2683 0.1735 -2.3380  0.00
C10 0.4340 -3.7383 1.8617  -0.02
C11 -2.5327 3.3579 -2.2486  0.12
C12 -1.1944 3.6565 -2.4373  0.16
C13 2.2216 -5.5191 -0.8010  0.08
C14 -4.1440 0.9350 -1.8611  0.07
C15 2.8242 1.8830 -3.6161  0.00
C16 1.6450 1.1632 0.6484  0.01
C17 2.1979 -1.5084 0.8379  -0.08
C18 0.9968 -1.0232 0.2858  0.02
C19 -0.9279 -0.2616 -1.9185  0.00
C20 2.8677 0.7414 1.1964  0.01
C21 1.6358 1.8447 -2.8102  0.03
C22 -2.3366 3.9136 0.0947  0.15
C23 2.5662 -2.9660 0.8580  -0.04
C24 -0.6560 2.7247 4.1127  0.00
H1 -0.1891 -3.0774 3.7924  0.00
H2 2.9002 -5.5501 1.2395  0.06
H3 -0.0161 -4.7313 1.9817  0.01
H4 1.3195 -5.2386 -1.3584  0.00
H5 1.4154 -3.8235 3.7800  0.00
H6 -4.9485 -0.8831 -2.3703  0.00
H7 -2.7966 4.0172 1.0799  0.00
H8 1.1987 -2.1648 3.1699  0.00
H9 3.6364 2.3719 -3.0619  0.00
H10 -3.1253 3.0135 -3.0982  0.01
H11 -0.3572 4.5089 0.7496  0.01
H12 2.6375 2.4279 -4.5510  0.00
H13 -4.1639 3.2768 -0.8071  0.00
H14 1.1693 -5.9519 1.0256  0.00
H15 1.3956 2.2329 0.5699  0.00
H16 3.1183 0.8531 -3.8525  0.00
H17 2.4345 -6.5759 -0.9951  0.00
H18 0.2594 -1.7320 -0.1054  -0.01
H19 -5.5707 0.5094 -3.3425  0.01
H20 3.5629 1.5040 1.5318  0.00
H21 4.0938 -0.9858 1.6772  0.00
H22 -1.1816 3.6492 4.3892  0.00
H23 3.0632 -4.9094 -1.1475  0.00
H24 -1.0422 1.8959 4.7192  0.00
H25 -0.7584 3.5650 -3.4341  0.01
H26 0.6497 4.2878 -1.4863  0.00
H27 0.4178 2.8411 4.3087  0.00
H28 -6.1223 0.2932 -1.6529  0.00
H29 -0.3114 -3.1128 1.3533  0.03

Cartesian forces, eV/Å:
Os 3.45 0.13 -1.79
O 1.31 3.11 -3.28
O -0.53 3.21 2.68
O -2.48 0.26 0.40
N -4.07 -0.10 -1.68
N 1.82 0.31 -0.85
N 0.33 0.63 1.77
N 0.64 -0.85 0.36
N 0.23 -2.12 1.36
C -0.72 -0.38 0.12
C -1.20 0.36 1.47
C -0.40 -0.79 -1.92
C -0.24 0.54 -0.18
C 0.53 0.18 0.41
C -1.25 0.49 -0.32
C 1.14 0.67 -0.05
C -2.85 -6.30 7.31
C -1.00 0.26 -0.45
C -1.06 -0.41 -0.37
C 1.24 0.77 -1.71
C -1.70 -0.26 -1.48
C 0.14 0.33 -0.86
C 2.61 -1.71 1.46
C 0.46 -0.02 -0.45
C 0.57 0.14 0.35
C -0.98 0.09 -0.45
C 0.43 0.14 0.22
C 0.18 -3.02 -3.94
C -0.54 0.47 -0.22
C -1.33 -0.17 1.18
C 1.66 1.20 1.34
C 2.86 1.40 -0.96
C 0.09 0.17 0.65
H 0.10 -0.08 -0.16
H -0.04 0.28 0.04
H 0.07 0.36 -0.12
H 0.19 -0.18 0.03
H -0.08 0.12 -0.04
H -0.12 0.40 -0.03
H 0.19 0.04 -0.36
H -0.07 -0.10 0.08
H -0.19 -0.07 -0.13
H 0.18 0.32 0.27
H -0.32 0.00 -0.36
H 0.06 -0.12 0.19
H 0.28 0.34 -0.12
H 0.26 0.16 0.02
H 0.28 -0.66 0.08
H 0.00 0.19 -0.04
H -0.02 0.24 0.15
H 0.21 0.44 0.09
H 0.00 -0.15 0.26
H 0.01 -0.17 0.00
H 0.12 0.08 0.09
H 0.14 -0.21 -0.06
H -0.13 -0.28 -0.01
H 0.05 0.18 -0.06
H -0.16 0.11 0.36
H -0.43 0.13 -0.03
H -0.23 0.03 -0.01
H 0.18 -0.03 -0.23
H 0.11 -0.06 -0.01

Output
Relative energy (zero: lowest compared OMol25 entry of this formula, charge and spin) ... 0.000 eV
Total charge ... +4
2S+1 ... 5
Strongest force on any atom ... 10.06 eV/A
LUMO energy (spin up / spin down) ... -11.9 / -15.6 eV
Energy ... -41370.505 eV
HOMO level (spin up / spin down) ... -0.67144 / -0.78713 Ha